[1]
{
  "formula": "C20H49BGeN5O5Rb",
  "method": "ωB97M-V/def2-TZVPD",
  "elements": ["Rb", "C", "C", "C", "C", "O", "Ge", "O", "C", "C", "C", "C", "O", "C", "C", "C", "C", "H", "H", "H", "H", "H", "H", "H", "H", "H", "H", "H", "H", "H", "H", "H", "H", "H", "H", "H", "H", "H", "H", "H", "H", "H", "H", "H", "C", "N", "C", "C", "C", "N", "C", "C", "H", "H", "H", "H", "H", "H", "H", "H", "H", "H", "H", "H", "H", "H", "H", "H", "N", "N", "C", "O", "O", "H", "H", "H", "B", "C", "N", "H", "H", "H"],
  "xyz": [[0.848, 0.158, -0.196], [-3.857, 2.480, 1.637], [-2.983, 2.165, 0.424], [-3.869, 1.974, -0.798], [-1.984, 3.296, 0.195], [-2.255, 0.939, 0.608], [-1.694, 0.359, 2.191], [-0.814, -1.099, 1.678], [-1.319, -2.447, 1.627], [-2.429, -2.656, 2.652], [-1.849, -2.711, 0.222], [-0.140, -3.358, 1.938], [-0.342, 1.473, 2.439], [0.483, 1.498, 3.623], [1.690, 0.591, 3.402], [-0.304, 1.029, 4.845], [0.927, 2.939, 3.819], [-4.492, 3.345, 1.444], [-3.232, 2.707, 2.509], [-4.494, 1.623, 1.875], [-4.451, 2.878, -0.988], [-4.554, 1.137, -0.640], [-3.263, 1.760, -1.680], [-2.503, 4.249, 0.072], [-1.386, 3.104, -0.698], [-1.304, 3.368, 1.047], [-3.315, -2.064, 2.388], [-2.085, -2.351, 3.644], [-2.720, -3.706, 2.694], [-2.657, -2.012, -0.013], [-2.232, -3.731, 0.145], [-1.056, -2.579, -0.517], [0.205, -3.196, 2.962], [0.697, -3.153, 1.269], [-0.429, -4.405, 1.827], [1.369, -0.427, 3.169], [2.319, 0.565, 4.293], [2.295, 0.952, 2.569], [-0.539, -0.040, 4.766], [-1.240, 1.592, 4.930], [0.274, 1.181, 5.757], [1.447, 3.307, 2.932], [1.603, 3.008, 4.674], [0.060, 3.579, 4.005], [3.328, -0.674, -3.031], [2.008, -1.292, -3.078], [2.088, -2.724, -2.849], [1.335, -0.985, -4.321], [-0.161, -1.279, -4.278], [-0.806, -0.701, -3.114], [-0.713, 0.751, -3.123], [-2.192, -1.113, -3.022], [3.975, -1.016, -3.858], [3.808, -0.930, -2.086], [3.228, 0.412, -3.082], [2.600, -3.245, -3.678], [1.087, -3.150, -2.745], [2.634, -2.924, -1.930], [1.768, -1.552, -5.166], [1.493, 0.074, -4.536], [-0.334, -2.358, -4.259], [-0.612, -0.896, -5.212], [-1.169, 1.190, -4.027], [0.326, 1.079, -3.055], [-1.240, 1.137, -2.248], [-2.800, -0.745, -3.868], [-2.629, -0.730, -2.097], [-2.257, -2.204, -3.006], [2.025, 3.847, 0.478], [2.890, 3.981, -0.644], [2.594, 3.272, -1.846], [3.092, 3.734, -2.880], [1.871, 2.242, -1.694], [1.129, 4.298, 0.291], [1.805, 2.858, 0.529], [3.149, 4.940, -0.816], [3.883, -4.272, 0.620], [3.369, -2.772, 0.527], [2.993, -1.678, 0.455], [5.003, -4.260, 1.101], [3.914, -4.744, -0.506], [3.092, -4.894, 1.316]],
  "mulliken_spin": [-0.215, 0.056, 0.011, 0.004, 0.017, 0.051, 1.016, -0.018, 0.012, 0.044, 0.023, 0.017, 0.011, -0.008, 0.018, 0.067, 0.002, 0.001, -0.020, -0.005, 0.002, -0.001, -0.001, -0.002, -0.008, 0.003, -0.016, 0.001, 0.000, 0.003, -0.001, -0.011, -0.002, -0.009, 0.003, 0.004, -0.003, -0.006, -0.018, -0.005, 0.001, -0.002, 0.002, -0.001, 0.000, -0.001, 0.000, 0.000, 0.000, -0.003, -0.005, 0.000, 0.000, 0.000, 0.000, 0.000, 0.000, 0.000, 0.000, 0.000, 0.000, 0.000, 0.000, -0.001, 0.002, 0.000, 0.000, 0.000, 0.000, 0.000, -0.001, 0.000, -0.006, 0.000, -0.003, 0.000, 0.000, 0.000, 0.002, 0.000, 0.000, 0.000],
  "total_charge": -1,
  "e_tot_ha": -3567.40879,
  "orbital_gap_ev": [6.8388, 4.9256],
  "e_lumo_ha": [0.06245, -0.00785],
  "spin_multiplicity": 2,
  "s2": 0.7538
}

***

[2]
{
  "formula": "C4H13N2O",
  "method": "ωB97M-V/def2-TZVPD",
  "elements": ["N", "C", "C", "N", "C", "C", "O", "H", "H", "H", "H", "H", "H", "H", "H", "H", "H", "H", "H", "H"],
  "xyz": [[0.278, -1.657, -1.195], [-0.684, -1.768, 0.009], [-0.035, -1.249, 1.317], [0.470, 0.126, 1.137], [-0.389, 1.272, 0.845], [0.251, 2.146, -0.226], [0.226, 1.445, -1.497], [0.527, -0.641, -1.279], [1.087, -2.244, -0.973], [-0.115, -1.903, -2.155], [-0.902, -2.837, 0.040], [-1.493, -1.067, -0.231], [0.871, -1.841, 1.452], [-0.855, -1.394, 2.039], [0.875, 0.299, 2.059], [-0.528, 1.873, 1.752], [-1.295, 0.886, 0.399], [-0.285, 3.111, -0.328], [1.317, 2.408, -0.150], [-0.636, 1.662, -1.878]],
  "nbo_charge": [-1.054, -0.353, -0.242, -0.641, -0.260, -0.082, -0.755, 0.435, 0.331, 0.226, 0.222, 0.198, 0.214, 0.182, 0.363, 0.193, 0.191, 0.169, 0.197, 0.465],
  "e_tot_ha": -344.79889,
  "orbital_gap_ev": [3.8903, 10.2935],
  "e_lumo_ha": [0.02960, 0.02403],
  "spin_multiplicity": 2,
  "s2": 0.7506
}

***

[3]
{
  "formula": "C35H57BaN3S2Sb",
  "method": "ωB97M-V/def2-TZVPD",
  "elements": ["Ba", "C", "C", "N", "C", "C", "S", "C", "C", "N", "H", "H", "H", "H", "H", "H", "H", "H", "H", "H", "H", "H", "H", "H", "C", "C", "C", "C", "C", "C", "C", "C", "S", "C", "N", "C", "C", "C", "C", "C", "C", "C", "C", "H", "H", "H", "H", "H", "H", "H", "H", "H", "H", "H", "H", "H", "H", "H", "H", "C", "C", "C", "C", "Sb", "C", "C", "C", "C", "C", "C", "C", "C", "H", "H", "H", "H", "H", "H", "H", "H", "H", "H", "H", "H", "H", "H", "H", "H", "H", "H", "H", "H", "H", "H", "H", "H", "H", "H", "H"],
  "xyz": [[-0.232, -0.323, 0.226], [3.053, -1.204, -1.162], [2.960, -2.331, -0.142], [1.615, -2.438, 0.405], [1.641, -2.900, 1.863], [2.377, -1.922, 2.789], [2.029, -0.112, 2.584], [3.474, 0.312, 1.511], [3.257, 0.840, 0.093], [2.453, 0.062, -0.804], [2.676, -1.700, -2.126], [4.126, -1.136, -1.357], [3.699, -2.152, 0.643], [3.317, -3.294, -0.723], [1.064, -3.144, -0.076], [2.082, -3.852, 2.060], [0.645, -3.006, 2.244], [3.465, -2.050, 2.809], [2.002, -2.119, 3.747], [4.169, -0.552, 1.505], [4.046, 1.020, 2.039], [4.310, 1.020, -0.322], [2.728, 1.791, 0.272], [2.324, 0.623, -1.671], [1.358, -4.709, -5.046], [-0.140, -4.477, -4.721], [-0.951, -5.534, -5.503], [-0.567, -3.115, -5.211], [-0.493, -4.597, -3.233], [-0.408, -5.938, -2.660], [-0.626, -6.178, -1.356], [-0.988, -5.068, -0.607], [-1.421, -5.070, 1.026], [-1.735, -3.367, 1.061], [-1.535, -2.768, -0.154], [-1.101, -3.698, -1.064], [-0.834, -3.520, -2.433], [-1.907, -2.646, 2.313], [-2.567, -3.333, 3.337], [-2.516, -2.809, 4.615], [-1.885, -1.586, 4.842], [-1.447, -0.819, 3.766], [-1.375, -1.371, 2.495], [1.488, -4.791, -6.132], [1.802, -5.624, -4.612], [1.872, -3.806, -4.685], [-0.711, -5.364, -6.530], [-2.047, -5.463, -5.325], [-0.609, -6.614, -5.239], [-0.471, -3.076, -6.260], [0.033, -2.299, -4.800], [-1.641, -3.027, -5.015], [0.129, -6.660, -3.204], [-0.390, -7.133, -0.893], [-0.863, -2.496, -2.768], [-2.959, -4.356, 3.158], [-2.849, -3.279, 5.513], [-1.597, -1.310, 5.804], [-0.967, 0.116, 3.949], [-3.221, 3.224, -0.825], [-2.698, 3.358, 0.619], [-3.225, 4.754, 1.140], [-3.249, 2.103, 1.383], [-0.444, 3.312, 0.662], [0.052, 4.230, 2.527], [1.561, 3.914, 2.914], [-0.209, 5.725, 2.546], [-0.800, 3.474, 3.529], [0.362, 4.387, -1.077], [-0.393, 5.676, -1.316], [0.442, 3.387, -2.241], [1.787, 4.729, -0.680], [-4.313, 3.267, -0.785], [-3.013, 2.263, -1.222], [-2.772, 3.966, -1.484], [-4.275, 4.705, 1.378], [-3.059, 5.581, 0.399], [-2.843, 5.228, 2.100], [-4.339, 2.009, 1.133], [-3.154, 2.103, 2.443], [-2.886, 1.132, 1.105], [2.311, 4.207, 2.121], [1.640, 2.833, 3.204], [1.736, 4.522, 3.799], [0.326, 6.289, 1.692], [0.150, 6.091, 3.541], [-1.195, 6.033, 2.476], [-0.516, 2.415, 3.653], [-1.894, 3.553, 3.325], [-0.611, 3.823, 4.558], [-1.415, 5.504, -1.562], [0.252, 6.266, -2.030], [-0.336, 6.314, -0.371], [-0.544, 2.996, -2.619], [1.202, 2.627, -2.016], [0.889, 3.983, -3.037], [1.826, 5.379, 0.228], [2.185, 5.235, -1.542], [2.322, 3.756, -0.502]],
  "lowdin_charge": [1.488, -0.238, -0.228, -0.148, -0.223, -0.408, 0.808, -0.439, -0.294, -0.189, 0.140, 0.118, 0.087, 0.165, 0.077, 0.117, 0.072, 0.083, 0.055, 0.074, 0.058, 0.153, 0.080, 0.118, -0.032, -0.575, -0.053, -0.073, -0.130, -0.025, -0.088, -0.482, 1.153, -0.512, -0.053, -0.348, 0.016, -0.358, -0.063, -0.075, -0.077, -0.159, -0.284, 0.088, 0.089, 0.079, 0.067, 0.102, 0.113, 0.073, 0.084, 0.102, 0.095, 0.124, 0.099, 0.104, 0.097, 0.083, 0.051, -0.127, -0.636, -0.106, -0.121, 1.493, -0.739, -0.097, -0.113, -0.146, -0.764, -0.107, -0.120, -0.137, 0.094, 0.055, 0.058, 0.070, 0.090, 0.066, 0.103, 0.052, 0.021, 0.077, 0.057, 0.075, 0.094, 0.102, 0.020, 0.063, 0.070, 0.101, 0.045, 0.105, 0.088, 0.094, 0.048, 0.085, 0.080, 0.082, 0.067],
  "total_charge": 1,
  "e_tot_ha": -2593.95278,
  "orbital_gap_ev": 7.4011,
  "e_lumo_ha": -0.08727
}

***

[4]
{
  "formula": "C35H29F4N3O4SbTi",
  "method": "ωB97M-V/def2-TZVPD",
  "elements": ["Ti", "C", "N", "C", "C", "C", "N", "C", "C", "F", "C", "F", "C", "C", "F", "C", "F", "H", "H", "H", "H", "H", "H", "H", "H", "H", "H", "H", "O", "C", "O", "C", "C", "C", "N", "C", "C", "C", "O", "O", "H", "H", "H", "C", "C", "C", "C", "C", "C", "Sb", "C", "C", "C", "C", "C", "C", "C", "C", "C", "C", "C", "C", "H", "H", "H", "H", "H", "H", "H", "H", "H", "H", "H", "H", "H", "H", "H"],
  "xyz": [[1.091, -0.492, 0.912], [-1.026, -3.040, 1.487], [-0.009, -2.167, 2.148], [1.014, -3.045, 2.869], [-0.710, -1.329, 3.164], [0.177, -0.262, 3.705], [0.885, 0.365, 2.583], [1.503, 1.594, 2.872], [2.857, 1.587, 3.058], [3.467, 0.388, 2.846], [3.537, 2.811, 3.333], [4.848, 2.773, 3.520], [2.814, 3.996, 3.407], [1.443, 3.937, 3.205], [0.749, 5.060, 3.261], [0.812, 2.756, 2.952], [-0.524, 2.592, 2.915], [-1.719, -3.425, 2.207], [-0.566, -3.774, 0.906], [-1.690, -2.424, 0.884], [0.593, -3.560, 3.798], [1.895, -2.452, 3.168], [1.423, -3.834, 2.247], [-1.053, -1.951, 3.957], [-1.560, -0.874, 2.689], [0.844, -0.745, 4.419], [-0.463, 0.473, 4.192], [3.322, 4.923, 3.580], [2.610, -3.126, -5.005], [2.184, -3.841, -4.090], [1.691, -4.966, -4.123], [2.396, -3.324, -2.608], [1.866, -4.002, -1.548], [1.808, -3.367, -0.325], [2.116, -2.069, -0.158], [2.774, -1.420, -1.176], [3.050, -2.082, -2.368], [3.065, 0.072, -0.998], [3.741, 0.798, -1.721], [2.307, 0.546, 0.086], [1.439, -5.014, -1.693], [1.430, -3.866, 0.551], [3.440, -1.618, -3.295], [-1.939, 5.020, 0.346], [-2.967, 4.156, 0.025], [-2.761, 2.795, -0.186], [-1.421, 2.332, -0.149], [-0.376, 3.266, -0.030], [-0.651, 4.544, 0.310], [-0.987, 0.413, -0.823], [-2.782, -0.668, -0.725], [-3.468, -0.599, 0.453], [-4.640, -1.315, 0.601], [-5.256, -1.924, -0.472], [-4.623, -1.912, -1.711], [-3.357, -1.339, -1.839], [-0.181, 0.687, -2.744], [-0.259, 1.926, -3.440], [0.394, 2.002, -4.657], [1.208, 0.974, -5.137], [1.298, -0.183, -4.405], [0.548, -0.358, -3.229], [-2.207, 6.038, 0.640], [-3.944, 4.504, -0.081], [-3.711, 2.221, -0.290], [0.632, 2.974, -0.230], [0.184, 5.180, 0.586], [-3.032, -0.093, 1.293], [-5.019, -1.436, 1.582], [-6.210, -2.387, -0.250], [-5.169, -2.399, -2.520], [-2.841, -1.313, -2.785], [-0.907, 2.706, -3.077], [0.229, 2.847, -5.285], [1.754, 1.058, -6.115], [1.968, -1.006, -4.790], [0.622, -1.313, -2.677]],
  "lowdin_charge": [1.035, -0.031, -0.287, -0.039, -0.194, -0.162, -0.106, -0.198, -0.113, 0.085, -0.170, 0.128, 0.118, -0.212, 0.126, -0.169, 0.107, 0.102, 0.065, 0.064, 0.133, 0.097, 0.065, 0.127, 0.105, 0.134, 0.141, 0.146, -0.012, -0.675, 0.010, -0.056, 0.031, -0.093, -0.001, -0.181, 0.078, -0.384, 0.166, -0.187, 0.149, 0.072, 0.144, -0.042, -0.072, -0.091, -0.373, -0.150, -0.092, 1.623, -0.399, -0.190, -0.073, -0.055, -0.051, -0.073, -0.368, -0.085, -0.066, -0.045, -0.053, -0.150, 0.126, 0.094, 0.120, 0.103, 0.119, 0.087, 0.104, 0.119, 0.120, 0.102, 0.099, 0.104, 0.140, 0.111, 0.097],
  "total_charge": 1,
  "e_tot_ha": -3305.24931,
  "orbital_gap_ev": 5.6538,
  "e_lumo_ha": -0.17709
}

***

Short version: energy relative to the best compared isomer or geometry (same formula, charge and spin) = 0.640 2.234 0.146 0.000 eV, in the order given.